[1]
Density functional theory data (the ωB97M-V functional and the def2-TZVPD basis) for a structure of composition C41H41CaN5O4PS.

Geometry as XYZ:
```
94
C41H41CaN5O4PS the ωB97M-V functional and the def2-TZVPD basis
Ca 0.4044 -0.1102 0.9460
S -1.3013 -2.4491 -3.0638
C -1.8307 -0.8107 -3.2542
C -2.5730 -0.2391 -4.2860
C -2.8828 1.1037 -4.1891
C -2.4583 1.8651 -3.0912
C -1.7166 1.2956 -2.0796
C -1.4016 -0.0596 -2.1637
N -0.6683 -0.7727 -1.2163
C -0.5596 -2.0226 -1.5518
C 0.1886 -3.0042 -0.7163
C 0.4404 -4.2765 -1.1827
C 1.3222 -5.1785 -0.5285
C 1.9286 -4.7748 0.6114
C 1.5546 -3.4979 1.2164
C 0.6897 -2.5456 0.5290
H -2.9020 -0.8259 -5.1330
H -3.4617 1.5734 -4.9730
H -2.7092 2.9165 -3.0406
H -1.3604 1.8922 -1.2462
H -0.0170 -4.6105 -2.1110
H 1.5218 -6.1476 -0.9631
H 2.6502 -5.4125 1.1080
H 2.3511 -3.0036 1.7856
O 3.0326 1.8708 2.0341
C 2.9932 0.7401 1.5752
O 2.1933 -0.2051 1.9633
C 3.8777 0.3619 0.3786
P 2.8438 -0.4296 -0.9343
C 4.0202 -1.1886 -2.0922
C 5.0555 -0.4653 -2.6850
C 5.9254 -1.0879 -3.5647
C 5.7648 -2.4370 -3.8676
C 4.7367 -3.1621 -3.2868
C 3.8668 -2.5369 -2.3996
C 2.2269 1.0295 -1.8646
C 1.8000 0.8541 -3.1860
C 1.2729 1.9121 -3.9037
C 1.1346 3.1634 -3.3068
C 1.5302 3.3433 -1.9932
C 2.0811 2.2833 -1.2731
H 4.5796 -0.4044 0.7168
H 4.4350 1.2260 0.0228
H 5.1761 0.5897 -2.4663
H 6.7284 -0.5228 -4.0196
H 6.4438 -2.9192 -4.5587
H 4.6108 -4.2111 -3.5219
H 3.0645 -3.1026 -1.9376
H 1.9014 -0.1169 -3.6616
H 0.9617 1.7635 -4.9302
H 0.7229 3.9909 -3.8702
H 1.4335 4.3136 -1.5223
H 2.4177 2.4591 -0.2572
O -3.5189 5.8770 0.2735
C -2.1861 6.0413 0.7161
C -1.6098 4.6971 1.0588
C -0.2599 4.5734 1.3483
C 0.2627 3.3264 1.6258
N -0.4791 2.2098 1.6408
C -1.7999 2.3411 1.4280
C -2.3934 3.5541 1.1127
C -2.6364 1.1033 1.5429
C -3.9815 1.1817 1.8697
C -4.7343 0.0216 1.9520
C -6.2057 0.0754 2.2886
O -6.5688 1.2197 3.0313
C -4.1022 -1.1868 1.6936
C -2.7578 -1.1800 1.3852
N -2.0236 -0.0668 1.3220
H -3.9094 6.7453 0.1331
H -2.1359 6.6775 1.6063
H -1.5615 6.5051 -0.0542
H 0.3968 5.4350 1.3476
H 1.3158 3.1894 1.8440
H -3.4486 3.6167 0.8935
H -4.4451 2.1341 2.0822
H -6.5012 -0.8500 2.7906
H -6.7740 0.1300 1.3587
H -6.2013 1.1482 3.9190
H -4.6420 -2.1243 1.7418
H -2.2340 -2.1084 1.1807
N 0.3372 -4.1308 3.9030
C 0.5121 -2.8115 4.5315
C -0.6156 -1.8886 4.0951
N -0.3946 -0.4614 4.3093
H 1.0018 -4.7994 4.2737
H 0.9386 -3.8064 2.1058
H -0.5844 -4.4993 4.1133
H 1.4613 -2.3882 4.1937
H 0.5481 -2.8609 5.6263
H -1.5467 -2.1681 4.5964
H -0.7809 -2.0670 3.0273
H 0.4315 -0.1567 3.8095
H -0.2134 -0.2648 5.2880
```

Maximum force: 1.81 eV/A
Net charge: +1
LUMO energy: -3.4 eV
Energy above the lowest of the compared OMol25 structures with the same formula, charge and spin: 35.98 kcal per mole

[2]
Density functional theory data (the ωB97M-V functional and the def2-TZVPD basis) for a structure of composition C41H41ClFeN10O5S2.

Geometry as XYZ:
```
101
C41H41ClFeN10O5S2 the ωB97M-V functional and the def2-TZVPD basis
Fe 0.3139 -0.3332 0.5686
S -4.3438 1.7610 -5.1697
N -4.1954 0.3366 -4.4261
C -3.2076 0.4632 -3.5562
C -2.7256 -0.5858 -2.6777
C -3.2550 -1.8724 -2.6401
C -2.7095 -2.7793 -1.7595
C -1.6550 -2.3827 -0.9449
N -1.1324 -1.1645 -0.9724
C -1.6712 -0.2731 -1.8186
C -1.0822 1.0634 -1.8109
N -0.0777 1.2417 -0.9499
C 0.5490 2.4063 -0.9246
C 0.1991 3.4579 -1.7667
C -0.8525 3.2970 -2.6398
C -1.5157 2.0698 -2.6715
C -2.6190 1.7541 -3.5560
N -3.1713 2.5821 -4.4261
H -4.0768 -2.1336 -3.2937
H -3.0891 -3.7886 -1.6860
H -1.2326 -3.0705 -0.2280
H 1.3599 2.5011 -0.2154
H 0.7495 4.3864 -1.7132
H -1.1677 4.0919 -3.3026
C 2.3406 5.2162 -5.1907
C 2.2442 3.7475 -5.5198
C 1.6747 3.3785 -6.7318
C 1.5337 2.0415 -7.0712
C 1.9894 1.0695 -6.2061
C 2.5731 1.4188 -4.9866
N 2.9327 0.3372 -4.1506
C 3.9492 0.2999 -3.2083
C 5.2438 0.7056 -3.5498
C 6.2676 0.6503 -2.6257
C 6.0356 0.1889 -1.3305
C 4.7589 -0.2010 -0.9775
C 3.7175 -0.1642 -1.9045
C 2.3429 -0.5393 -1.4932
O 1.5513 -1.1124 -2.2404
O 2.0310 -0.1811 -0.2804
C 2.6917 2.7672 -4.6182
C 3.2006 3.1704 -3.2583
H 1.9543 5.8116 -6.0158
H 3.3709 5.5269 -5.0085
H 1.7637 5.4749 -4.2999
H 1.3310 4.1484 -7.4110
H 1.0885 1.7600 -8.0165
H 1.9189 0.0201 -6.4642
H 2.1946 -0.3321 -3.9908
H 5.4247 1.0587 -4.5576
H 7.2623 0.9625 -2.9170
H 6.8431 0.1407 -0.6130
H 4.5427 -0.5350 0.0314
H 4.2733 3.0140 -3.1422
H 2.7158 2.5864 -2.4720
H 3.0056 4.2216 -3.0620
Cl -0.5345 4.1390 1.7124
C -0.7427 3.0330 3.0839
C -0.4021 1.5710 2.8225
O -0.6041 0.7954 3.7483
O 0.0840 1.2854 1.6664
H -1.7788 3.0862 3.4078
H -0.1151 3.3849 3.8998
C -2.6132 -2.0018 5.0412
N -2.4280 -1.6016 3.6636
C -3.2845 -0.6719 2.9628
C -2.4807 -0.4207 1.6983
O -2.8015 0.3276 0.8060
N -1.2975 -1.1431 1.7657
C -1.2979 -1.7386 2.9703
N -0.2821 -2.4822 3.4155
H -3.6775 -2.0055 5.2627
H -2.1121 -1.3131 5.7261
H -2.2415 -3.0147 5.1936
H -3.3961 0.2676 3.5078
H -4.2686 -1.0866 2.7421
H 0.5700 -2.3931 2.8876
H -0.1740 -2.5953 4.4096
C 3.4111 -4.0337 -1.4608
C 1.9511 -4.4008 -1.1637
C 1.1102 -4.3540 -2.4475
C 1.8514 -5.7787 -0.4958
C 1.4131 -3.4029 -0.2283
N 1.0017 -2.6227 0.5068
H 3.8261 -4.7900 -2.1277
H 4.0110 -4.0119 -0.5503
H 3.4831 -3.0629 -1.9518
H 1.5530 -5.0433 -3.1672
H 1.0995 -3.3509 -2.8702
H 0.0838 -4.6724 -2.2583
H 2.2176 -6.5297 -1.1960
H 0.8204 -6.0234 -0.2400
H 2.4584 -5.8286 0.4084
S 4.1796 0.3326 3.4689
C 4.0647 -1.3625 3.3047
C 2.8922 -1.6799 2.7018
N 2.0809 -0.6157 2.3835
C 2.6559 0.4998 2.7332
H 4.8419 -2.0264 3.6429
H 2.5931 -2.6851 2.4453
H 2.2172 1.4690 2.5562
```

Maximum force: 0.41 eV/A
Net charge: +1
2S+1: 6
LUMO energy (alpha / beta): -2.6 / -3.7 eV

[3]
Density functional theory data (the ωB97M-V functional and the def2-TZVPD basis) for a structure of composition C41H41FeN8O10P2S2.

Geometry as XYZ:
```
105
C41H41FeN8O10P2S2 the ωB97M-V functional and the def2-TZVPD basis
Fe -0.2760 0.5869 -0.2479
C -7.6864 0.1901 2.4892
C -6.2134 -0.1106 2.4584
C -5.6635 -0.9232 1.4745
C -4.3037 -1.1881 1.4387
C -3.4656 -0.6338 2.3948
C -4.0032 0.1555 3.4044
C -5.3616 0.4157 3.4262
S -1.7346 -1.0528 2.3221
O -1.3382 -1.4285 3.6636
O -1.6193 -2.0818 1.3199
N -0.8255 0.1939 1.8127
C -0.6351 1.2857 2.6706
C -1.0511 1.4399 3.9780
C -0.8896 2.6572 4.6707
C -0.2685 3.7329 4.1113
C 0.2996 3.5824 2.8271
C 1.0602 4.5884 2.1983
C 1.6673 4.3387 1.0005
C 1.5169 3.0684 0.4267
N 0.7850 2.1238 0.9679
C 0.1455 2.3621 2.1371
H -8.2154 -0.3484 1.7042
H -7.8705 1.2568 2.3483
H -8.1241 -0.0902 3.4486
H -6.3043 -1.3572 0.7163
H -3.9009 -1.8123 0.6575
H -3.3833 0.5734 4.1786
H -5.7673 1.0372 4.2162
H -1.4901 0.6110 4.5040
H -1.2821 2.7225 5.6779
H -0.1706 4.6740 4.6364
H 1.1671 5.5487 2.6887
H 2.2668 5.0850 0.4986
H 2.0200 2.8251 -0.5012
C 8.6446 1.8732 -10.9342
O 8.8444 1.1204 -9.7504
C 7.8516 1.1215 -8.8292
C 6.6416 1.7929 -8.9762
C 5.6959 1.7302 -7.9646
C 5.9313 1.0060 -6.8026
C 7.1477 0.3327 -6.6731
C 8.0975 0.3863 -7.6701
C 4.9073 0.9895 -5.7553
N 3.7736 1.6421 -5.8018
C 3.1333 1.3447 -4.6214
C 3.9097 0.5014 -3.8432
N 5.0457 0.2854 -4.5844
C 3.5534 0.1206 -2.5289
C 4.3554 -0.6199 -1.6372
C 3.9374 -0.8045 -0.3525
C 2.6964 -0.2702 0.0383
N 1.9062 0.3756 -0.7852
C 2.3054 0.5876 -2.0688
C 1.4781 1.3904 -2.9087
N 0.2414 1.7866 -2.3374
C -0.5483 2.7558 -3.0789
C 0.0264 3.3621 -4.2945
C 1.1341 2.8571 -4.8399
C 1.8882 1.8253 -4.1453
H 9.5521 1.7585 -11.5193
H 8.4894 2.9309 -10.7087
H 7.7948 1.4931 -11.5062
H 6.4240 2.3621 -9.8677
H 4.7535 2.2501 -8.0701
H 7.3738 -0.2480 -5.7867
H 9.0416 -0.1328 -7.5758
H 5.8198 -0.3039 -4.3398
H 5.3029 -1.0284 -1.9679
H 4.5179 -1.3678 0.3628
H 2.3531 -0.3700 1.0595
H -1.2277 3.3352 -2.4642
H -0.4905 4.2065 -4.7291
H 1.5521 3.2498 -5.7568
O -3.7963 1.9177 0.6944
P -2.9289 1.6486 -0.6222
O -3.6400 2.0609 -1.8405
O -1.5184 2.1730 -0.3120
O -2.6255 0.0609 -0.5449
P -2.1147 -0.9316 -1.8948
O -2.4602 -2.3526 -1.2372
O -0.8846 1.3965 -3.1884
O -0.5661 -0.7426 -1.5169
H -4.7036 2.1375 0.4475
H -2.0430 -2.4658 -0.3568
C 0.3241 -6.6219 -0.1183
C 1.6562 -6.0397 0.3286
N 1.5308 -5.2495 1.5434
C 1.2727 -3.9200 1.5431
S 1.2178 -2.9888 0.1469
N 1.0500 -3.3526 2.7500
C 0.8320 -4.0713 3.9947
C -0.5472 -4.7158 4.0987
H 0.4485 -7.2103 -1.0284
H -0.3824 -5.8170 -0.3237
H -0.1019 -7.2734 0.6480
H 2.0525 -5.3792 -0.4388
H 2.3907 -6.8263 0.5134
H 1.2817 -5.7596 2.3747
H 0.6223 -2.4411 2.6932
H 0.9560 -3.3455 4.7978
H 1.6320 -4.8050 4.1266
H -1.3165 -3.9501 4.0111
H -0.6593 -5.2198 5.0600
H -0.7171 -5.4501 3.3086
```

Maximum force: 1.18 eV/A
2S+1: 6
LUMO energy (alpha / beta): -0.6 / -0.8 eV
Energy above the lowest of the compared OMol25 structures with the same formula, charge and spin: 147.82 kcal per mole

[4]
Density functional theory data (the ωB97M-V functional and the def2-TZVPD basis) for the ion C41H41NOP with charge +1.

Geometry as XYZ:
```
85
C41H41NOP the ωB97M-V functional and the def2-TZVPD basis
C 0.7157 1.0213 5.8223
C 0.8511 0.7191 4.3863
C 0.4295 -0.3428 3.6476
P -0.1238 -0.1746 1.9519
C 0.0371 1.3902 1.0529
C 1.0904 1.6138 0.1575
C 1.1477 2.7669 -0.6148
C 0.1487 3.7352 -0.5154
C -0.9295 3.5092 0.3452
C -0.9741 2.3655 1.1405
C 0.7494 -1.4227 1.0169
C 0.8240 -1.3593 -0.3878
C 1.3368 -2.4367 -1.1078
C 1.7395 -3.5967 -0.4402
C 1.6817 -3.6545 0.9552
C 1.2261 -2.5591 1.6890
C -1.8992 -0.5612 1.9272
C -2.4978 -1.2638 0.8658
C -3.8772 -1.4951 0.8868
C -4.6638 -1.0315 1.9452
C -4.0659 -0.3181 2.9861
C -2.6906 -0.0741 2.9794
O 1.6141 1.5595 3.6489
H -0.3193 1.3289 6.0634
H 0.9626 0.1277 6.4246
H 1.3798 1.8410 6.1421
H 0.0224 -1.2189 4.1821
H 1.8796 0.8646 0.0478
H 1.9771 2.9192 -1.3103
H 0.2054 4.6436 -1.1190
H -1.7423 4.2368 0.3898
H -1.8042 2.2197 1.8319
H 0.4850 -0.4702 -0.9217
H 1.3909 -2.3660 -2.1955
H 2.0786 -4.4592 -1.0170
H 1.9796 -4.5614 1.4791
H 1.2153 -2.5892 2.7773
H -1.8849 -1.6220 0.0340
H -4.3374 -2.0508 0.0710
H -5.7390 -1.2223 1.9532
H -4.6684 0.0545 3.8103
H -2.2304 0.4868 3.7972
C 6.4865 0.8451 1.6108
C 5.2507 0.8065 0.6997
C 5.7064 1.1213 -0.7400
C 4.5811 -0.5693 0.7503
C 4.3083 1.9220 1.1680
N 4.4488 3.1824 0.6522
C 3.5263 4.0577 1.2162
C 2.7748 3.3364 2.1749
C 1.8302 4.0320 2.9379
C 1.5057 5.3447 2.6239
C 2.2453 6.0391 1.6508
C 3.2890 5.4068 0.9512
C 3.2873 1.9610 2.1385
C 2.8518 0.9718 3.1553
C 3.7566 0.9830 4.3682
C 4.2255 2.2085 4.8456
C 4.6271 2.3523 6.1683
C 4.6725 1.2353 7.0034
C 5.1177 1.3567 8.4312
C 4.3899 -0.0205 6.4561
C 3.9189 -0.1640 5.1505
H 6.2293 0.6160 2.6513
H 7.2444 0.1236 1.2797
H 6.9489 1.8402 1.5864
H 4.8463 1.3099 -1.3984
H 6.3880 1.9851 -0.7576
H 6.2649 0.2724 -1.1613
H 3.5618 -0.5319 0.3516
H 5.1331 -1.2970 0.1367
H 4.5427 -0.9802 1.7661
H 5.1283 3.4968 -0.0433
H 1.3412 3.5541 3.7790
H 0.6763 5.8042 3.1663
H 2.0064 7.0854 1.4701
H 3.8878 5.9151 0.1977
H 2.6450 -0.0202 2.7092
H 4.2236 3.0601 4.1729
H 4.8834 3.3506 6.5185
H 5.0031 0.4030 8.9530
H 6.1823 1.6095 8.4245
H 4.6007 2.1417 8.9941
H 4.5569 -0.9252 7.0490
H 3.6726 -1.1509 4.7419
```

Maximum force: 2.32 eV/A
Net charge: +1
LUMO energy: -2.5 eV
Energy above the lowest of the compared OMol25 structures with the same formula, charge and spin: 6.76 kcal per mole

[5]
Density functional theory data (the ωB97M-V functional and the def2-TZVPD basis) for a structure of composition C41H42F2N4O2Ta.

Geometry as XYZ:
```
92
C41H42F2N4O2Ta the ωB97M-V functional and the def2-TZVPD basis
Ta 0.0622 0.0309 0.2001
C 2.3007 0.7801 4.0508
C 3.1702 1.0512 2.8574
C 4.2839 1.8630 3.0089
C 5.1416 2.1069 1.9491
C 4.9228 1.4765 0.7393
C 3.8332 0.6305 0.5536
C 3.7404 -0.1187 -0.7500
C 2.9181 0.4774 1.6023
N 1.7714 -0.3924 1.4513
C 1.9017 -1.5590 2.1637
O 2.8273 -1.8888 2.8631
C 0.7519 -2.4820 1.9487
C 0.6905 -3.7613 2.4631
C -0.3643 -4.5772 2.0769
C -1.2903 -4.1074 1.1553
C -1.1537 -2.8153 0.6919
N -0.1733 -2.0157 1.1132
C -1.9279 -2.2736 -0.4665
O -2.8225 -2.9073 -0.9676
N -1.4158 -1.0754 -0.8969
C -1.5922 -0.8470 -2.3147
C -0.8171 -1.6128 -3.2042
C 0.1657 -2.6478 -2.7250
C -0.9900 -1.4182 -4.5655
C -1.8876 -0.4778 -5.0463
C -2.6526 0.2546 -4.1599
C -2.5400 0.0606 -2.7870
C -3.5240 0.7316 -1.8704
H 2.2961 1.6365 4.7219
H 2.6965 -0.0756 4.6020
H 1.2726 0.5515 3.7747
H 4.4917 2.2946 3.9805
H 5.9910 2.7649 2.0753
H 5.6250 1.6059 -0.0750
H 4.7326 -0.4713 -1.0289
H 3.3896 0.5325 -1.5513
H 3.0822 -0.9814 -0.6862
H 1.4739 -4.0920 3.1299
H -0.4411 -5.5834 2.4663
H -2.0978 -4.7175 0.7764
H 0.6955 -2.3280 -1.8264
H 0.9037 -2.8470 -3.4994
H -0.3476 -3.5881 -2.5089
H -0.4151 -2.0176 -5.2605
H -1.9997 -0.3333 -6.1125
H -3.3776 0.9691 -4.5306
H -3.7247 1.7532 -2.1900
H -3.1819 0.7364 -0.8416
H -4.4669 0.1808 -1.8973
C 0.4500 5.1558 2.8929
C 0.1628 3.8454 2.1550
C 1.3792 3.4996 1.2939
C -0.3213 2.7243 3.0820
C -0.1061 2.8590 4.4430
C -0.6655 1.9843 5.3589
C -1.5312 1.0131 4.9134
C -1.7811 0.8056 3.5521
C -2.9069 -0.2048 3.3175
C -2.4721 -1.6064 3.7732
C -3.5609 -0.2719 1.9444
C -1.0807 1.6065 2.6295
N -1.1267 1.4007 1.1833
C -1.7855 2.4665 0.5259
C -2.8575 3.1840 1.0622
C -3.3718 4.2824 0.3949
C -2.8398 4.6961 -0.8198
C -1.7981 3.9802 -1.3913
C -1.3254 2.8925 -0.7060
F -0.3005 2.1375 -1.2246
H 0.6096 5.9465 2.1596
H 1.3547 5.0959 3.4997
H -0.3840 5.4473 3.5314
H -0.6530 4.0667 1.4723
H 2.2696 3.3686 1.9027
H 1.5661 4.3185 0.5968
H 1.2320 2.5939 0.6996
H 0.5048 3.6702 4.8092
H -0.4764 2.1119 6.4165
H -2.0614 0.4155 5.6440
H -3.6960 0.1170 4.0040
H -1.5742 -1.9278 3.2470
H -3.2674 -2.3273 3.5751
H -2.2559 -1.6304 4.8397
H -2.9314 -0.7616 1.2154
H -3.8344 0.7108 1.5655
H -4.4753 -0.8613 2.0243
H -3.2682 2.8864 2.0174
H -4.1919 4.8265 0.8430
H -3.2259 5.5769 -1.3125
H -1.3605 4.2573 -2.3409
F 1.0485 0.0733 -1.3697
```

Maximum force: 1.50 eV/A
Net charge: +1
LUMO energy: -4.3 eV
Energy above the lowest of the compared OMol25 structures with the same formula, charge and spin: 9.05 kcal per mole

- maximum force of number 2 (C41H41ClFeN10O5S2)?
  0.41 eV/A

- Which formula does entry 4 have?
  C41H41NOP